Record 1
C11H30Cl8NO2PSSi2 as an isolated structure. Source: the OMol25 dataset; level of theory: ωB97M-V with the def2-TZVPD basis set.

Geometry (Å):
N -3.01514 -0.88672 1.92295
Si -2.22503 -1.32635 0.47617
O -1.39743 -0.06082 -0.12302
Si 0.06692 -0.20730 -0.92044
C 1.44638 -0.35712 0.33954
C 2.30299 0.91580 0.45880
C 1.82753 1.81801 1.60474
O 1.92580 3.20582 1.31831
P -0.90838 -3.06931 1.10081
S -0.24926 -2.90628 2.94909
H -2.64655 -1.32922 2.76037
H -4.01775 -1.00052 1.87763
H -3.23777 -1.83778 -0.47295
H 0.04967 -1.36350 -1.84508
H 0.22941 1.03241 -1.70801
H 2.05330 -1.21788 0.05897
H 0.97809 -0.57738 1.30058
H 3.32576 0.60868 0.67547
H 2.33840 1.48344 -0.46892
H 2.45472 1.65066 2.47750
H 0.80595 1.55884 1.89788
H 1.39099 3.38288 0.54616
H 0.10076 -3.34866 0.16371
H -1.77052 -4.16911 0.97441
Cl -2.83368 -1.70163 5.38938
C -4.18994 -0.71011 5.98332
C -4.21543 0.64133 5.31756
Cl -2.83168 1.64978 5.80337
H -4.09375 -0.62151 7.06190
H -5.10902 -1.24715 5.75542
H -5.11851 1.17847 5.60228
H -4.18750 0.55128 4.23430
Cl -4.30653 3.97630 3.43420
C -2.79789 4.90727 3.60080
C -2.90495 5.97916 4.65171
Cl -4.01756 7.28872 4.17210
H -2.55690 5.32559 2.62769
H -2.02024 4.19922 3.88316
H -1.92784 6.43203 4.80776
H -3.25936 5.57070 5.59397
Cl 3.15333 1.55553 -3.30047
C 4.03350 0.29308 -4.20408
C 3.14885 -0.86436 -4.57853
Cl 2.64100 -1.80723 -3.14937
H 4.87071 -0.03054 -3.59195
H 4.41782 0.76144 -5.10849
H 3.69335 -1.53979 -5.23862
H 2.25056 -0.52603 -5.08863
Cl 2.44222 -4.64462 -5.77142
C 2.56194 -4.36388 -7.52528
C 3.97565 -4.07579 -7.95376
Cl 4.55453 -2.50600 -7.32864
H 1.89869 -3.54036 -7.77562
H 2.20958 -5.26417 -8.02500
H 4.02699 -4.02488 -9.03950
H 4.66320 -4.84043 -7.60420

Computed properties:
Lowest unoccupied orbital energy (eV): 0.5
HOMO-LUMO gap (eV): 8.896
Highest occupied orbital energy (eV): -8.40
Net charge: 0

=====

Record 2
C11H31BiClI2N3P2 as an isolated structure at a distorted geometry. Source: the OMol25 dataset; level of theory: ωB97M-V with the def2-TZVPD basis set.

Geometry (Å):
I 2.90875 -2.67811 -3.48191
I 1.67177 -4.30790 -1.75861
Bi -0.02921 -0.06478 0.01776
P 1.77380 -0.14579 1.66553
C 1.37390 -1.16235 3.06484
C 3.25745 -0.76515 0.93127
H 4.05445 -0.72816 1.70128
H 3.00289 1.40135 2.98210
H 3.55363 -0.15478 0.07193
H 2.40201 2.17396 1.47278
H 1.18470 -2.19908 2.75430
H 3.12725 -1.80293 0.59934
C 2.14187 1.49833 2.29397
H 2.24379 -1.14578 3.74754
H 1.28989 1.92145 2.84516
H 0.49141 -0.79702 3.60462
P -1.58108 0.30772 -1.82924
C -3.10709 -0.56060 -1.62908
C -1.96248 2.04434 -2.01159
H 0.10206 0.30192 -3.54432
H -1.55729 0.01611 -4.17623
H -0.65140 -1.30131 -3.35695
C -0.84350 -0.22044 -3.36140
H -1.05023 2.63330 -2.14802
H -2.60860 2.15130 -2.90529
H -3.73636 -0.34433 -2.51353
H -3.64026 -0.24130 -0.72342
H -2.50280 2.42777 -1.13539
H -2.94353 -1.64632 -1.56876
Cl 1.49844 1.49705 -1.24142
C -1.42121 1.20637 4.73267
N -2.53443 1.26578 3.72553
C -3.82014 1.75738 4.29706
C -2.43182 0.92306 2.45128
N -1.22625 0.65686 1.88936
N -3.52972 0.81604 1.61798
C -4.54875 -0.25317 1.86791
C -4.06212 2.02660 0.91235
H -1.72311 1.51897 5.74501
H -0.59879 1.87412 4.42796
H -1.07281 0.16727 4.81755
H -4.13474 2.64667 3.73541
H -4.58046 0.96512 4.21232
H -3.76315 2.02983 5.35186
H -0.45927 0.77174 2.58274
H -5.45646 0.16475 2.30312
H -4.82789 -0.76130 0.93027
H -4.11078 -0.99114 2.54521
H -3.28183 2.79504 0.91488
H -4.35513 1.77245 -0.11952
H -4.93868 2.41555 1.43113

Computed properties:
Lowest unoccupied orbital energy (eV): -7.1
HOMO-LUMO gap (eV): 6.372
Highest occupied orbital energy (eV): -13.42
Energy above the lowest of the compared OMol25 structures with the same formula, charge and spin (kJ/mol): 63.15
Net charge: +2

=====

Record 3
A 3-piece molecular cluster, C11H32BNO12P2S overall at a distorted geometry. Source: the OMol25 dataset; level of theory: ωB97M-V with the def2-TZVPD basis set.

Geometry (Å):
C -0.17205 -1.20702 2.58042
C -0.71873 0.23287 2.63129
C -0.85851 0.88986 1.24208
C -0.55089 2.39197 1.24130
C -1.71902 3.27459 1.61504
O -2.23381 2.90051 2.92291
S -3.50658 3.82402 3.35932
O -3.49725 3.78501 4.79278
O -4.76413 2.88869 2.89760
B -4.52839 1.55546 2.53704
N -4.28188 1.25984 1.12101
O -4.56102 0.59193 3.50555
H 0.10807 -1.53784 1.58289
H 0.69078 -1.28202 3.24262
H -0.91092 -1.88962 3.00120
H -0.10776 0.87721 3.26211
H -1.69649 0.21754 3.11415
H -0.24157 0.36703 0.51210
H -1.90235 0.80606 0.93545
H 0.28861 2.58581 1.91339
H -0.21900 2.71065 0.25122
H -1.34138 4.29580 1.70442
H -2.49636 3.25463 0.85239
H -5.18478 1.12639 0.66988
H -3.81545 0.36234 1.02775
H -3.86555 -0.06503 3.41427
C -2.57876 1.77064 -1.89390
O -1.34552 2.45348 -2.16698
P -0.81254 2.42370 -3.66838
O -1.74246 3.14311 -4.54304
O -0.87249 0.82604 -3.92763
C -0.35951 -0.10871 -2.97564
O 0.68155 2.60162 -4.17449
C 0.97496 3.66409 -5.10069
H -3.19329 2.43334 -1.29088
H -3.11495 1.50704 -2.80240
H -2.36556 0.86974 -1.32018
H -1.11563 -0.87445 -2.80516
H -0.12134 0.36326 -2.02162
H 0.53518 -0.57939 -3.38026
H 0.58792 4.61942 -4.75678
H 0.55388 3.41768 -6.07146
H 2.05822 3.72298 -5.17255
C 2.20659 -4.42821 1.86420
O 3.30696 -3.57937 1.51552
P 3.60432 -3.37186 -0.03398
O 2.48583 -2.66017 -0.66363
O 3.65157 -4.92084 -0.50237
C 4.38732 -5.90328 0.22616
O 4.97749 -2.96611 -0.71519
C 5.02968 -1.77192 -1.51775
H 1.62139 -3.90475 2.61655
H 1.56938 -4.65240 1.01210
H 2.57892 -5.35905 2.28978
H 3.73878 -6.76304 0.39167
H 4.72579 -5.53035 1.19341
H 5.24770 -6.21645 -0.36398
H 4.61556 -0.91430 -0.99445
H 4.49000 -1.94158 -2.44542
H 6.07942 -1.58662 -1.73072

Computed properties:
Lowest unoccupied orbital energy (eV): 0.3
HOMO-LUMO gap (eV): 10.335
Highest occupied orbital energy (eV): -10.06
Net charge: 0

=====

Record 4
C11H32N2O5P2V as an isolated structure at a distorted geometry. Source: the OMol25 dataset; level of theory: ωB97M-V with the def2-TZVPD basis set.

Geometry (Å):
O -2.97032 1.59969 -0.90067
H -3.56869 1.80585 -1.63742
V -0.40970 0.27330 0.47318
N 1.09067 0.02146 -1.00243
N -0.20592 2.16086 -0.49115
O 1.98217 -1.01601 -1.33545
O -1.05676 3.26126 -0.27067
C 1.31449 1.04172 -1.81141
C 0.57444 2.23427 -1.56651
C 2.34339 0.77308 -2.83264
C 0.63949 3.42937 -2.44730
H 2.02740 -0.05415 -3.47800
H 3.30092 0.50795 -2.36696
H 2.47880 1.66609 -3.44684
H 0.09383 4.28056 -2.03181
H 0.22513 3.20442 -3.43880
H 1.68782 3.71408 -2.57900
H 1.68881 -1.79372 -0.81825
H -1.95245 2.84579 -0.47606
O 1.49880 1.32228 1.89363
H 2.41963 1.03866 1.75298
H 1.51038 2.29141 1.82563
C -2.31475 0.27959 -1.14165
H -2.02608 -0.21206 -0.15730
H -1.53210 0.36983 -1.91233
H -3.07920 -0.37635 -1.58338
O -1.22799 -3.83323 -2.26476
H -1.01438 -3.30441 -3.05631
H -2.19780 -3.91846 -2.28768
C 1.26377 -1.66145 2.93276
P 0.09231 -1.78992 1.52521
C 0.66515 -3.28018 0.65792
C -1.43222 -2.39359 2.40300
C -2.21136 -1.25694 3.06180
P -1.84665 0.40256 2.28816
C -3.49683 1.10038 2.06665
C -1.14701 1.37581 3.64990
H 2.28082 -1.57912 2.52854
H 1.19217 -2.56871 3.54601
H 1.06301 -0.78319 3.55939
H 0.37669 -4.15261 1.26205
H 0.19498 -3.37690 -0.33174
H 1.76304 -3.26666 0.57899
H -2.03788 -2.90246 1.63588
H -1.10523 -3.14775 3.13539
H -3.29407 -1.41978 2.95872
H -1.99101 -1.17254 4.13778
H -3.65307 1.85706 2.84430
H -3.57863 1.55630 1.07103
H -4.24490 0.30534 2.16523
H -0.08966 1.13781 3.81976
H -1.23162 2.43062 3.36176
H -1.73621 1.18959 4.55762

Computed properties:
Lowest unoccupied orbital energy (alpha / beta) (eV): -3.0 / -2.7
Spin multiplicity: 3
HOMO-LUMO gap (alpha / beta) (eV): 5.944 / 7.220
Highest occupied orbital energy (alpha / beta) (eV): -8.96 / -9.90
Energy above the lowest of the compared OMol25 structures with the same formula, charge and spin (kJ/mol): 6.98
Net charge: +1

=====

Number 1 is which compound? C11H30Cl8NO2PSSi2